Entry 1:
{
  "formula": "C3H3ClNO",
  "method": "wB97M-V/def2-TZVPD",
  "symbols": ["C", "C", "C", "N", "O", "Cl", "H", "H", "H"],
  "coordinates": [[-0.082910, 0.633130, -0.407663], [-1.133957, 1.100210, 0.567486], [0.559011, -0.652063, -0.301483], [-0.041866, 1.618892, 0.775856], [0.422813, -1.391183, 0.729371], [1.479272, -1.216370, -1.591636], [-0.070808, 1.055792, -1.408186], [-2.172579, 0.989966, 0.783227], [1.041024, -2.138375, 0.853028]],
  "forces_ev_per_angstrom": [[-0.33, -0.42, -0.70], [0.98, -0.45, -0.52], [0.15, -0.04, -0.21], [-0.18, -0.04, 0.44], [-0.05, 0.54, 0.66], [-0.19, 0.18, 0.22], [0.20, 0.05, 0.24], [-0.47, 0.13, 0.29], [-0.12, 0.04, -0.41]],
  "lowdin_charge": [-0.21, 0.03, -0.65, 0.26, 0.17, 0.94, 0.13, 0.15, 0.18],
  "total_charge": 1,
  "max_force_ev_per_a": 1.20
}

***

Entry 2:
{
  "formula": "C6H5Cl2N2O3P",
  "method": "wB97M-V/def2-TZVPD",
  "symbols": ["C", "C", "C", "C", "C", "C", "N", "N", "O", "O", "O", "P", "Cl", "Cl", "H", "H", "H", "H", "H"],
  "coordinates": [[0.277883, -2.704340, -0.586676], [-0.287121, -2.402887, 0.625869], [0.617250, -1.748230, -1.504667], [-0.492347, -1.063254, 0.972717], [0.390374, -0.402008, -1.252950], [-0.205226, -0.092295, -0.023063], [-0.399847, 1.227747, 0.336657], [-1.559867, 1.806876, 0.402830], [-2.514910, 1.115228, 0.450541], [-1.512765, 3.013090, 0.405456], [0.711355, 3.070855, 1.905139], [0.799291, 2.476466, 0.568046], [2.453302, 1.381470, 0.458583], [0.807460, 3.597674, -0.960237], [0.412568, -3.784612, -0.599054], [-0.501623, -3.263701, 1.277237], [1.076323, -1.945015, -2.368589], [-0.827916, -0.550957, 1.843225], [0.755816, 0.267894, -1.951067]],
  "forces_ev_per_angstrom": [[-0.30, -1.39, 0.77], [-0.54, 0.81, 1.58], [-1.12, 1.27, 2.29], [0.50, 0.68, -2.39], [-1.09, -2.04, 2.15], [0.48, -2.22, -0.07], [4.01, 1.56, -0.16], [-1.62, 0.20, -0.17], [-2.50, -1.04, 0.07], [-0.61, 1.49, 0.22], [0.24, 0.06, -0.72], [-0.39, -1.25, 3.41], [0.50, -0.21, -0.32], [0.47, 1.36, -2.11], [0.44, 0.23, -1.29], [0.00, 0.82, -0.01], [1.70, -1.21, -3.22], [-0.45, -0.75, 1.06], [0.27, 1.66, -1.09]],
  "lowdin_charge": [-0.09, -0.07, -0.06, 0.03, -0.02, -0.29, -0.14, -0.47, 0.14, -0.01, -0.35, -0.16, 0.45, 0.52, 0.11, 0.12, 0.07, 0.12, 0.09],
  "smiles": "O=[N+]([O-])N(c1ccccc1)P(=O)(Cl)Cl",
  "max_force_ev_per_a": 4.30
}

***

Entry 3:
{
  "formula": "C5H8O",
  "method": "wB97M-V/def2-TZVPD",
  "symbols": ["O", "C", "C", "C", "C", "C", "H", "H", "H", "H", "H", "H", "H", "H"],
  "coordinates": [[-0.939638, 1.753252, -0.432844], [-0.687084, 0.679970, 0.456247], [-1.052462, -0.693000, -0.154456], [0.283108, -1.216790, -0.601611], [1.304417, -0.418376, -0.331691], [0.834931, 0.556310, 0.700894], [-0.432834, 1.563570, -1.234527], [-1.277278, 0.906187, 1.351702], [-1.741100, -0.593228, -1.006756], [-1.525426, -1.368874, 0.565678], [0.453382, -2.204498, -0.947799], [1.341883, 1.469058, 0.472618], [2.351556, -0.627408, -0.555321], [1.086542, 0.193826, 1.717870]],
  "forces_ev_per_angstrom": [[-0.06, -0.07, -0.36], [0.23, -0.19, 0.19], [0.10, -0.16, 0.00], [0.18, -0.24, -0.29], [-0.34, -1.02, 1.04], [0.27, 0.60, -0.07], [-0.13, 0.15, 0.03], [0.29, -0.06, -0.15], [0.06, 0.07, 0.29], [0.00, 0.10, 0.03], [-0.28, -0.70, -1.02], [0.05, 1.19, 0.70], [-0.33, 0.08, 0.09], [-0.04, 0.27, -0.49]],
  "lowdin_charge": [-0.04, -0.36, -0.13, -0.11, -0.10, -0.15, 0.10, 0.14, 0.12, 0.11, 0.09, 0.10, 0.11, 0.13],
  "smiles": "OC1CC=CC1",
  "max_force_ev_per_a": 1.49
}

***

Entry 4:
{
  "formula": "C10H18N4O4S",
  "method": "wB97M-V/def2-TZVPD",
  "symbols": ["O", "O", "O", "O", "S", "C", "C", "C", "C", "N", "N", "N", "N", "C", "C", "C", "C", "C", "C", "H", "H", "H", "H", "H", "H", "H", "H", "H", "H", "H", "H", "H", "H", "H", "H", "H", "H"],
  "coordinates": [[2.385391, 1.075734, -2.216121], [1.282006, -1.724271, 4.012344], [-1.186189, 1.099808, 0.224202], [1.378160, 2.662911, 3.070447], [-1.695044, -2.168387, -1.303933], [1.959172, 0.004328, -2.677834], [1.033422, -0.550517, 3.862764], [-0.247221, 0.609876, -0.353973], [1.362427, 2.213808, 1.930840], [1.528314, 0.312165, 4.702493], [1.485929, 3.051777, 0.871408], [0.775046, -0.475277, -2.424475], [0.888046, 0.286844, 0.290568], [2.879634, -0.888988, -3.394415], [1.288416, 4.482198, 0.964871], [-1.643995, -0.566965, -2.161635], [0.305442, -0.070028, 2.626254], [-0.367083, 0.272487, -1.866492], [1.260511, 0.674099, 1.652042], [-2.084396, -1.813147, -0.056483], [2.024655, -0.087705, 5.479572], [1.462601, 1.321637, 4.466889], [1.662284, 2.662862, -0.037086], [0.617747, -1.408539, -2.757754], [1.654109, -0.055771, -0.273229], [2.933499, -1.901159, -2.971865], [3.892759, -0.516901, -3.343952], [2.477520, -0.921757, -4.440948], [0.395795, 4.751968, 0.372332], [1.119472, 4.727810, 2.049562], [2.193574, 5.029192, 0.613079], [-2.537950, 0.017848, -1.847071], [-1.730619, -0.671731, -3.244135], [-0.014236, -0.952612, 2.097072], [-0.555216, 0.501460, 2.846773], [-0.404715, 1.255284, -2.404796], [2.229638, 0.259834, 1.802405]],
  "forces_ev_per_angstrom": [[-0.86, -0.15, -0.47], [-0.31, -1.95, -0.11], [-0.93, 0.61, 0.14], [-0.40, -0.63, 0.18], [0.06, -0.36, -0.26], [2.87, 1.96, 1.68], [-0.05, -0.97, -1.38], [0.07, -0.56, -0.09], [0.19, 0.41, -0.44], [0.13, 3.17, 0.88], [-0.04, -0.83, 0.04], [-2.53, -0.45, 0.34], [1.51, 0.22, -0.68], [0.11, -0.98, -1.51], [0.19, 0.49, 0.83], [-0.50, 1.62, 1.04], [1.01, 0.11, -0.07], [0.43, -0.15, -0.35], [-1.59, 0.36, -0.05], [0.14, 0.36, -0.47], [0.15, 0.33, 0.06], [0.22, -0.86, 0.57], [-0.19, -0.23, -0.25], [-0.39, -0.21, 0.09], [-0.21, 0.15, 0.02], [-0.44, 0.13, -0.18], [0.02, 0.37, -0.29], [0.81, -0.31, 0.63], [0.48, 0.12, 0.26], [0.14, -0.18, -1.19], [-0.73, -0.31, 0.18], [0.73, -0.34, -0.17], [0.04, -0.51, 0.13], [-0.07, -0.34, 0.00], [-0.87, 0.83, 0.30], [-0.15, -0.72, 0.49], [0.94, -0.21, 0.10]],
  "lowdin_charge": [0.02, 0.04, 0.08, 0.03, 0.73, -0.60, -0.61, -0.49, -0.40, 0.18, 0.02, 0.08, 0.11, 0.00, -0.06, -0.50, -0.04, -0.24, -0.15, -0.12, 0.12, 0.10, 0.12, 0.12, 0.13, 0.09, 0.09, 0.11, 0.09, 0.10, 0.09, 0.09, 0.08, 0.12, 0.11, 0.17, 0.15],
  "smiles": "CNC(=O)[C@@H](CC(N)=O)NC(=O)[C@H](CS)NC(C)=O",
  "max_force_ev_per_a": 3.86
}

***

Entry 5:
{
  "formula": "C18H51N15O11",
  "method": "wB97M-V/def2-TZVPD",
  "symbols": ["C", "O", "N", "N", "H", "H", "H", "H", "C", "O", "N", "N", "H", "H", "H", "H", "C", "O", "N", "N", "H", "H", "H", "H", "C", "O", "N", "N", "H", "H", "H", "H", "O", "C", "N", "C", "H", "H", "H", "H", "H", "O", "C", "N", "C", "H", "H", "H", "H", "H", "O", "C", "N", "C", "H", "H", "H", "H", "H", "O", "C", "N", "C", "H", "H", "H", "H", "H", "O", "C", "N", "C", "H", "H", "H", "H", "H", "O", "C", "N", "C", "H", "H", "H", "H", "H", "O", "C", "N", "C", "H", "H", "H", "H", "H"],
  "coordinates": [[0.230783, 2.937720, 4.797892], [0.063002, 2.747519, 3.596074], [-0.725408, 2.948824, 5.719040], [1.473254, 2.971529, 5.244745], [-0.563648, 3.392181, 6.611997], [-1.622015, 3.195997, 5.325194], [2.243370, 3.065493, 4.598077], [1.499380, 3.361855, 6.175897], [2.467471, 4.090433, 1.229373], [2.589844, 4.600627, 2.342653], [2.939321, 4.591476, 0.186698], [1.633749, 3.149456, 0.928718], [2.754035, 4.240234, -0.741954], [3.474179, 5.447838, 0.212608], [1.611046, 2.706754, 0.021186], [1.040528, 2.833736, 1.682708], [-0.261947, -0.509256, 0.279469], [0.079195, -1.579861, 0.656875], [-0.435800, 0.520412, 0.974858], [-0.773674, -0.330760, -0.949058], [-0.876864, 1.353471, 0.612131], [-0.037162, 0.432621, 1.898693], [-1.012152, 0.591570, -1.284520], [-0.555492, -1.078495, -1.592005], [-2.856946, 4.123229, -1.682881], [-2.015885, 3.462431, -1.167112], [-3.673001, 4.989032, -1.168045], [-3.168332, 4.232757, -2.936822], [-4.426140, 5.440081, -1.667485], [-3.514890, 5.194728, -0.191934], [-3.902473, 4.884027, -3.175520], [-2.490688, 3.883355, -3.599263], [2.123277, -6.567261, 1.895227], [1.191167, -5.802926, 1.581762], [1.362305, -4.448093, 1.831280], [-0.103770, -6.326488, 0.911828], [0.670673, -3.746023, 1.610265], [2.162637, -4.102915, 2.341582], [-0.493736, -5.740926, 0.079272], [-0.852986, -6.336704, 1.703457], [0.025895, -7.353267, 0.569767], [1.576130, -0.776554, 3.719068], [0.498346, -0.826037, 4.243885], [-0.602523, -1.326109, 3.642727], [0.323595, -0.293603, 5.671260], [-0.644466, -1.667766, 2.693199], [-1.398429, -1.557075, 4.220032], [-0.741943, -0.077927, 5.750024], [0.922597, 0.582532, 5.919598], [0.600758, -1.146214, 6.291211], [-1.431002, 2.385212, -4.691266], [-1.997648, 1.356087, -5.103675], [-2.428122, 0.447306, -4.333030], [-2.166218, 1.077578, -6.598223], [-2.621628, 0.557187, -3.347846], [-2.825703, -0.360049, -4.791506], [-2.495498, 0.091091, -6.924598], [-1.204559, 1.252335, -7.080687], [-2.830450, 1.883529, -6.910185], [-0.631049, -2.174658, -2.867515], [0.422607, -2.697547, -3.135280], [0.999805, -2.751183, -4.302918], [1.205345, -3.562484, -2.090578], [1.950885, -3.053044, -4.459144], [0.440324, -2.441627, -5.084755], [0.596444, -4.076763, -1.347036], [1.767382, -2.788677, -1.567663], [1.819187, -4.246322, -2.676812], [2.417489, 2.536313, -1.708722], [1.503945, 2.037272, -2.414916], [0.223413, 2.494985, -2.339916], [1.727261, 0.939508, -3.434370], [-0.494029, 2.293681, -3.021724], [0.042751, 3.149018, -1.591783], [1.061252, 0.964335, -4.296880], [1.509677, -0.057995, -3.052613], [2.726537, 1.019729, -3.862284], [5.271683, -0.762438, 0.005386], [4.195914, -0.770596, 0.539804], [3.579710, -1.953275, 0.731710], [3.730288, 0.525772, 1.084024], [2.755466, -1.994514, 1.313961], [3.979116, -2.664119, 0.135653], [2.777256, 0.502623, 1.612508], [3.652500, 1.371690, 0.401031], [4.567205, 0.898895, 1.674332], [-2.840764, -2.507203, 2.500154], [-3.369202, -2.581383, 1.405796], [-4.606806, -2.048611, 1.140460], [-2.803965, -3.553498, 0.342741], [-5.092768, -2.165930, 0.262862], [-5.055100, -1.851533, 2.023802], [-2.877237, -4.591552, 0.667043], [-1.781223, -3.192507, 0.234180], [-3.176638, -3.314296, -0.653250]],
  "forces_ev_per_angstrom": [[1.58, -1.01, -3.39], [-1.44, -0.05, -0.22], [-2.50, 0.65, 1.28], [1.25, 0.57, 2.19], [0.12, -0.11, -0.12], [-0.04, -0.21, 0.10], [-0.20, 0.27, -0.05], [1.13, -0.07, -0.15], [-1.81, 1.00, 4.17], [0.51, -0.25, 1.19], [4.50, 4.24, -6.43], [-3.37, -4.05, 0.87], [-0.03, -0.25, 0.30], [0.01, -0.36, 0.37], [0.19, 0.13, 0.29], [0.13, -0.25, 0.02], [-2.50, -0.27, -4.06], [2.21, -4.24, 1.66], [0.49, 4.48, 4.74], [-0.28, -0.44, -2.15], [0.32, -0.04, 0.49], [-0.35, 0.93, 0.31], [0.38, -0.22, -0.04], [-0.49, 0.30, -0.25], [-0.92, 1.08, -1.09], [1.89, -1.68, 1.55], [-2.26, 2.98, 6.30], [0.76, -1.95, -5.96], [0.47, -0.09, 0.67], [-0.63, 0.17, -0.01], [0.88, -0.49, -0.79], [-0.44, -0.10, -0.58], [-1.93, 0.79, -0.58], [2.36, -0.17, 0.32], [-1.13, -0.58, -0.55], [0.46, 0.33, 0.67], [-0.12, -0.12, -0.10], [0.00, -0.56, -0.05], [0.21, 0.29, 0.14], [-0.21, 0.02, -0.05], [0.32, 0.15, 0.16], [1.68, 0.04, -1.28], [-0.33, 0.63, 0.85], [-0.81, -0.12, 0.82], [-0.89, -0.86, -0.77], [0.50, -0.09, 0.01], [0.02, 0.22, -0.33], [0.06, 0.14, 0.66], [0.05, -0.29, -0.39], [-0.09, 0.17, 0.40], [-0.69, -0.40, -0.57], [2.28, 2.98, -2.27], [-2.29, -3.65, 2.14], [0.71, 0.89, 0.19], [0.44, 0.12, 0.00], [-0.04, -0.02, 0.52], [-0.34, 0.10, 0.41], [-0.01, 0.16, 0.03], [-0.15, -0.25, -0.43], [-1.18, 0.55, -0.88], [0.71, -3.09, 3.39], [0.30, 0.66, -2.93], [-0.32, 1.44, -0.79], [-0.40, -0.10, 0.14], [0.43, 0.28, -0.11], [-0.19, 0.19, -0.34], [0.55, -0.39, 0.36], [0.24, -0.05, 0.59], [-1.51, -1.41, -1.46], [0.08, 1.06, 0.14], [1.57, -0.27, 0.74], [0.20, -0.07, -0.60], [0.07, 0.03, -0.11], [-0.34, 0.10, -0.29], [-0.36, 0.65, 0.08], [0.47, 0.07, 0.55], [0.12, -0.26, 0.44], [1.89, -0.22, -1.68], [0.40, 0.63, 0.38], [-0.80, 0.51, 0.12], [-0.90, 0.91, 0.79], [-0.12, -0.39, -0.45], [-0.42, -0.40, 0.62], [0.23, -0.10, 0.41], [-0.09, -0.65, -0.88], [-0.26, -0.28, 0.68], [-0.34, 0.48, -0.30], [-0.47, -2.24, -0.61], [0.91, 0.08, 0.80], [0.57, 2.26, -0.09], [0.10, -0.12, 0.48], [-0.60, 0.50, -0.50], [-0.06, 0.24, -0.13], [0.49, -0.62, 0.26], [-0.60, -0.57, 0.01]],
  "lowdin_charge": [-0.74, 0.01, 0.16, 0.18, 0.11, 0.11, 0.12, 0.11, -0.82, 0.00, 0.18, 0.18, 0.08, 0.13, 0.05, 0.07, -0.79, 0.03, 0.23, 0.18, 0.12, 0.10, 0.07, 0.03, -0.78, 0.07, 0.14, 0.16, 0.11, 0.13, 0.11, 0.09, -0.01, -0.53, 0.16, -0.01, 0.06, 0.10, 0.05, 0.08, 0.08, 0.03, -0.61, 0.16, -0.01, 0.05, 0.09, 0.07, 0.06, 0.08, -0.03, -0.61, 0.21, 0.01, 0.13, 0.12, 0.08, 0.09, 0.09, 0.01, -0.61, 0.17, 0.03, 0.12, 0.12, 0.07, 0.07, 0.07, -0.03, -0.50, 0.17, 0.01, 0.04, 0.08, 0.07, 0.06, 0.09, 0.03, -0.63, 0.17, 0.00, 0.07, 0.11, 0.06, 0.06, 0.10, 0.03, -0.55, 0.15, 0.00, 0.10, 0.11, 0.08, 0.05, 0.07],
  "smiles": "CC(N)=O.CC(N)=O.CC(N)=O.CC(N)=O.CC(N)=O.CC(N)=O.CC(N)=O.NC(N)=O.NC(N)=O.NC(N)=O.NC(N)=O",
  "max_force_ev_per_a": 8.92
}

***

Entry 6:
{
  "formula": "CH6N2O",
  "method": "wB97M-V/def2-TZVPD",
  "symbols": ["C", "N", "N", "O", "H", "H", "H", "H", "H", "H"],
  "coordinates": [[0.502377, 0.559392, -0.117751], [-0.599704, -2.919161, -1.243908], [-0.594605, -0.202193, 0.509900], [-1.151600, -3.954880, -1.023949], [1.245093, -0.104679, -0.342307], [0.197540, 0.929585, -1.088599], [0.954780, 1.196112, 0.571006], [-1.356518, 0.443113, 0.742028], [-0.282876, -2.432026, -0.338473], [-0.183062, -0.430521, 1.398229]],
  "forces_ev_per_angstrom": [[-2.24, -0.47, -0.64], [0.31, 0.48, 0.01], [-0.05, 0.58, 0.05], [0.06, 0.08, 0.34], [2.03, -2.10, -0.70], [-0.10, 0.76, 0.17], [0.51, 2.02, 0.71], [0.24, -0.34, -0.18], [-0.42, -0.52, -0.37], [-0.35, -0.51, 0.63]],
  "lowdin_charge": [-0.17, -0.01, -0.07, -0.07, 0.03, 0.08, 0.05, 0.07, 0.04, 0.05],
  "smiles": "N=O.CN",
  "max_force_ev_per_a": 3.00
}

***

Quick rundown of Kohn-Sham gap, same order as above: 9.8, 10.2, 10.3, 9.5, 8.3, 9.2 eV